# 1
Formula: C21H22ClN3O7S
Source: the Open Molecules 2025 dataset
Level of theory: wB97M-V/def2-TZVPD

Values from the calculation:
Gap between HOMO and LUMO, eV: 8.7
HOMO energy, eV: -8.234
SMILES string: COc1ccc(NC(=O)CN2C(=O)COc3ccc(S(=O)(=O)N4CCOCC4)cc32)cc1Cl

Element x y z (Å)
C 7.516 2.326 0.909
H 8.085 1.822 0.124
O 6.191 2.597 0.505
C 5.325 1.626 0.128
C 4.087 2.127 -0.300
C 3.060 1.320 -0.728
C 3.239 -0.061 -0.747
C 4.454 -0.582 -0.324
C 5.485 0.239 0.109
Cl 6.931 -0.596 0.610
H 4.609 -1.651 -0.329
N 2.261 -0.962 -1.179
C 0.998 -0.703 -1.585
O 0.467 0.385 -1.643
C 0.251 -1.996 -1.957
N -0.136 -2.735 -0.766
C 0.736 -3.632 -0.248
O 1.860 -3.783 -0.696
C 0.242 -4.402 0.962
H 0.613 -3.882 1.861
O -1.158 -4.565 1.039
C -1.883 -3.454 0.732
C -3.148 -3.299 1.282
C -3.903 -2.179 0.976
C -3.372 -1.214 0.144
C -2.122 -1.354 -0.425
C -1.376 -2.492 -0.156
H -1.752 -0.564 -1.056
S -4.295 0.258 -0.292
O -4.503 0.250 -1.710
O -5.442 0.345 0.568
N -3.147 1.419 0.067
C -3.202 1.925 1.423
H -3.501 1.104 2.074
C -4.203 3.080 1.527
H -4.155 3.552 2.509
O -3.907 4.092 0.590
C -3.938 3.593 -0.730
H -3.707 4.439 -1.380
C -2.926 2.462 -0.917
H -3.035 2.010 -1.901
H -1.904 2.831 -0.788
H -4.944 3.210 -0.964
H -5.214 2.684 1.353
H -2.199 2.267 1.695
H -4.890 -2.034 1.385
H -3.521 -4.069 1.938
H 0.674 -5.405 0.944
H -0.643 -1.751 -2.531
H 0.905 -2.644 -2.548
H 2.535 -1.942 -1.143
H 2.126 1.748 -1.050
H 3.969 3.198 -0.281
H 7.955 3.306 1.096
H 7.549 1.737 1.828

Löwdin atomic charge list, values in e, 4 entries: C -0.121; H 0.076; O -0.086; C -0.287

# 2
Formula: C4H24NO10
Source: the Open Molecules 2025 dataset
Level of theory: wB97M-V/def2-TZVPD

Values from the calculation:
Gap between HOMO and LUMO, eV: 9.2
HOMO energy, eV: -6.127
Charge: -1

Element x y z (Å)
C -2.360 0.366 1.438
N -1.339 -0.709 1.372
C -1.977 -2.035 1.442
C -0.460 -0.677 0.145
C 0.122 0.750 -0.077
O 1.352 0.734 -0.312
O -0.560 1.820 -0.112
H -2.252 1.122 0.633
H -2.121 0.764 2.464
H -3.398 -0.006 1.246
H -3.103 -1.890 1.152
H -1.947 -2.483 2.506
H -1.520 -2.802 0.867
H 0.238 -1.477 0.362
H -0.932 -0.994 -0.832
H 1.897 -1.543 2.375
H 0.287 -1.472 2.091
O 0.966 -1.925 2.584
H 2.873 1.907 -0.660
H 2.045 2.479 0.370
O 2.767 2.783 -0.206
H 0.339 1.864 -2.831
H -0.775 2.473 -1.987
O -0.553 1.933 -2.732
H 1.709 -1.617 -1.212
H 0.587 -2.779 -1.070
O 1.242 -2.439 -1.625
H 0.158 2.915 1.164
H 0.649 2.671 2.657
O 0.216 3.385 2.082
H 1.310 -0.777 -2.496
H 0.664 -0.327 -3.767
O 1.417 -0.383 -3.311
H -2.697 -0.078 -0.961
H -1.877 0.636 -2.013
O -2.323 -0.243 -1.842
H 2.342 -0.179 0.311
H 3.931 -0.816 0.285
O 3.081 -0.950 0.496

Löwdin atomic charge list, values in e, 4 entries: C -0.094; N -0.257; C -0.108; C -0.130

What is the HOMO energy in the second record? -6.127 eV

What is the gap between HOMO and LUMO in the first record? 8.7 eV

What is the formula in the first record? C21H22ClN3O7S

The highest HOMO energy belongs to which entry? C4H24NO10